Record 1
C4H4O2S | the ωB97M-V functional and the def2-TZVPD basis

Output
charge: 0

```
11
Properties=species:S:1:pos:R:3:forces:R:3
C -0.257 1.397 0.878 0.4 2.7 1.9
C -0.565 0.276 -0.987 -2.4 -0.4 -2.6
C 0.236 -0.782 -0.808 0.2 2.3 -2.3
C 0.767 -1.345 0.424 -1.6 -2.9 2.0
H 0.819 1.900 0.229 -3.2 -1.8 2.6
H -1.052 0.547 -2.029 1.4 -0.7 2.1
H 0.455 -0.987 -1.875 0.9 -1.4 1.2
H 1.181 -2.436 0.161 0.1 2.1 1.0
O -1.166 0.967 -0.024 0.7 0.5 0.1
O 0.443 -1.025 1.593 1.6 -0.9 -3.6
S -0.860 1.489 2.439 1.9 0.6 -2.3
```
Positions in Å, forces in eV/Å.

***

Record 2
C28H46BrNOP2Sn | the ωB97M-V functional and the def2-TZVPD basis

Output
charge: +2

```
80
Properties=species:S:1:pos:R:3:forces:R:3
N 2.583 -1.365 4.922 -0.1 0.0 -0.1
C 1.244 -1.293 4.940 0.5 -0.5 -0.6
C 0.443 -2.030 4.064 0.5 -0.6 -0.1
C 1.034 -2.973 3.176 0.8 0.3 0.4
C 2.441 -2.890 3.054 0.3 -0.1 0.4
C 3.169 -2.120 3.980 -0.9 -0.1 -0.1
C 0.198 -3.821 2.319 0.0 -0.2 -0.9
Sn -0.144 0.229 -0.507 -0.6 -1.4 0.6
P -1.510 0.889 -2.663 0.3 0.1 0.3
C 0.579 -4.338 1.103 0.1 0.3 1.2
C -0.179 -4.167 -0.138 -1.3 -0.4 -0.6
C 0.483 -4.265 -1.389 -0.1 0.0 0.8
C -0.173 -3.991 -2.581 -0.3 0.4 -0.2
C -1.514 -3.582 -2.540 0.1 -0.4 -0.2
C -2.221 -3.480 -1.341 0.5 0.0 0.5
C -1.546 -3.761 -0.134 0.4 -0.1 -0.8
Br -2.402 -3.255 -4.223 0.3 -0.6 0.5
H -0.833 -3.956 2.638 -0.3 1.0 -0.4
H 1.543 -4.842 1.054 0.5 1.0 -0.5
H -0.625 -1.887 4.079 -0.3 -0.3 0.2
H 2.993 -3.449 2.282 -0.4 0.1 0.5
H 0.802 -0.661 5.715 0.1 -0.1 -0.3
H 4.263 -2.132 3.988 -0.4 0.0 -0.1
H 1.540 -4.539 -1.388 -0.3 0.0 -0.1
H -2.071 -3.671 0.818 0.1 0.0 -0.3
H 0.338 -4.052 -3.553 -0.2 -0.1 0.6
H -3.268 -3.160 -1.356 0.4 -0.3 0.1
P 2.307 1.136 -0.401 1.0 1.1 -0.1
C -3.237 0.377 -2.188 0.3 0.1 0.2
C -4.126 -0.243 -3.259 -0.2 -0.4 -0.5
H -3.737 1.244 -1.725 0.4 -0.1 -0.2
H -3.080 -0.355 -1.380 0.0 0.1 -0.1
H -5.120 -0.476 -2.847 0.3 0.2 0.0
H -4.273 0.411 -4.128 0.0 -0.1 0.2
H -3.723 -1.205 -3.609 -0.1 0.6 0.1
C -0.692 -0.302 -3.804 -0.1 -0.2 0.1
C -0.977 -0.110 -5.287 -0.1 0.1 -0.5
H -0.965 -1.329 -3.504 0.0 0.6 0.1
H 0.392 -0.225 -3.623 -0.2 0.1 0.0
H -0.561 -0.942 -5.865 -0.1 0.0 0.2
H -2.047 -0.064 -5.510 0.1 0.0 0.1
H -0.501 0.791 -5.676 -0.1 0.1 0.1
C -1.441 2.604 -3.282 0.0 0.3 0.0
C -2.622 3.058 -4.137 -0.2 0.1 -0.3
H -0.493 2.761 -3.823 -0.2 -0.3 0.2
H -1.374 3.217 -2.370 0.0 -0.1 -0.3
H -2.487 4.096 -4.457 0.1 -0.1 0.1
H -2.732 2.466 -5.052 0.0 0.0 0.2
H -3.559 3.030 -3.575 0.1 -0.1 -0.1
C 2.509 2.938 -0.165 -0.2 0.0 0.0
C 1.529 3.771 -0.990 0.1 0.2 -0.1
H 3.555 3.156 -0.438 -0.3 0.0 0.2
H 2.386 3.149 0.908 0.1 0.0 -0.4
H 1.744 4.837 -0.846 -0.1 -0.2 -0.2
H 1.605 3.543 -2.059 0.0 0.1 0.1
H 0.490 3.611 -0.684 0.1 -0.1 0.1
C 3.142 0.762 -1.982 -0.1 0.1 -0.2
C 3.264 -0.747 -2.244 0.1 0.1 -0.1
H 4.136 1.236 -1.918 -0.3 -0.2 -0.1
H 2.585 1.269 -2.790 0.2 -0.1 0.2
H 3.681 -0.926 -3.240 0.0 0.0 0.2
H 3.928 -1.203 -1.504 -0.1 0.0 -0.2
H 2.304 -1.271 -2.202 0.0 0.1 0.0
C 3.457 0.455 0.862 -0.3 -0.4 0.1
C 3.272 0.990 2.283 -0.1 0.1 0.3
H 4.472 0.680 0.499 -0.3 -0.1 0.0
H 3.326 -0.633 0.851 0.2 0.1 0.1
H 4.016 0.542 2.953 -0.2 0.1 -0.2
H 3.395 2.080 2.339 0.0 -0.3 0.0
H 2.292 0.733 2.706 0.2 0.0 -0.2
C -0.121 2.196 3.314 0.3 0.4 -0.1
C -1.030 1.635 2.289 0.1 0.1 -1.8
C -2.294 1.069 2.804 -0.4 -0.4 -0.1
O -0.781 1.702 1.042 -0.1 0.0 2.0
H -0.751 2.659 4.079 0.3 0.0 0.0
H 0.585 2.914 2.886 -0.2 -0.1 0.1
H 0.458 1.402 3.807 -0.2 0.0 -0.1
H -2.909 0.572 2.045 0.3 0.1 0.1
H -2.067 0.368 3.629 -0.2 0.4 -0.2
H -2.877 1.906 3.222 0.1 -0.2 0.0
```
Positions in Å, forces in eV/Å.

***

Record 3
C28H23AuN2OSe2Si | the ωB97M-V functional and the def2-TZVPD basis

Output
charge: 0

```
58
Properties=species:S:1:pos:R:3:forces:R:3
Au 0.031 -0.167 -0.364 -0.4 0.1 0.2
Se 2.415 -2.530 -1.013 0.4 0.1 0.3
Se 0.684 -2.496 -2.526 -0.3 -0.1 -0.4
C -0.894 -2.823 -1.454 0.1 0.0 0.1
C -1.728 -3.867 -1.826 0.1 0.1 0.0
C -2.908 -4.051 -1.123 0.0 0.0 0.1
C -3.212 -3.190 -0.081 0.0 -0.1 0.0
C -2.324 -2.174 0.224 0.0 0.0 0.0
N -1.183 -1.998 -0.447 0.1 0.0 -0.2
C 3.031 -0.685 -1.005 -0.2 -0.1 0.0
C 4.294 -0.390 -1.496 0.0 -0.1 0.0
C 4.716 0.930 -1.468 0.0 0.1 0.0
C 3.868 1.903 -0.961 0.0 -0.1 0.0
C 2.629 1.519 -0.479 0.0 0.0 0.0
N 2.231 0.244 -0.490 -0.1 0.0 -0.1
H -1.444 -4.504 -2.651 0.0 -0.1 0.0
H -3.577 -4.863 -1.377 0.0 0.0 0.0
H -4.125 -3.290 0.488 0.0 0.0 0.0
H -2.532 -1.456 1.005 0.0 0.0 0.0
H 4.912 -1.182 -1.895 0.0 0.0 -0.1
H 5.689 1.200 -1.856 0.0 0.0 0.0
H 4.152 2.946 -0.944 0.0 0.0 0.0
H 1.915 2.228 -0.077 0.0 0.0 -0.1
O -0.897 1.765 -0.592 0.4 0.0 0.2
Si -2.205 2.214 -1.364 -0.1 0.1 -0.2
C -3.783 1.664 -0.474 0.1 0.1 0.0
C -3.704 1.241 0.854 0.1 0.0 0.0
C -4.829 0.811 1.545 0.0 0.0 0.0
C -6.065 0.805 0.913 0.0 0.0 0.0
C -6.166 1.224 -0.407 -0.1 0.0 0.0
C -5.034 1.645 -1.091 0.0 0.0 0.0
C -2.378 1.499 -3.114 0.0 0.2 0.1
C -2.787 2.287 -4.191 0.0 0.0 0.0
C -2.954 1.745 -5.459 0.0 0.0 -0.1
C -2.709 0.396 -5.676 0.0 0.0 0.0
C -2.299 -0.406 -4.619 0.0 0.0 0.0
C -2.143 0.146 -3.357 0.0 -0.1 0.0
C -2.187 4.095 -1.533 -0.2 -0.2 0.0
C -3.226 4.908 -1.082 0.0 0.0 0.0
C -3.151 6.292 -1.182 0.0 0.1 0.0
C -2.029 6.885 -1.742 0.0 0.0 0.0
C -0.987 6.092 -2.206 0.0 0.0 0.0
C -1.071 4.712 -2.101 0.0 0.0 0.0
H -2.734 1.264 1.343 0.0 0.0 0.0
H -4.749 0.489 2.577 0.0 0.0 0.0
H -6.947 0.480 1.451 0.0 0.0 0.0
H -7.132 1.219 -0.898 0.0 0.0 0.0
H -5.126 1.954 -2.128 0.0 0.0 0.0
H -2.971 3.345 -4.034 0.0 0.0 0.0
H -3.274 2.372 -6.283 0.0 0.0 0.0
H -2.834 -0.027 -6.665 0.0 0.0 0.0
H -2.103 -1.460 -4.784 0.0 0.0 0.0
H -1.834 -0.484 -2.530 0.0 0.0 0.0
H -4.107 4.452 -0.643 0.0 0.0 0.0
H -3.963 6.912 -0.824 0.0 0.0 0.0
H -1.960 7.964 -1.810 0.0 0.0 0.0
H -0.112 6.554 -2.648 0.0 0.0 0.0
H -0.258 4.091 -2.464 0.0 0.1 0.0
```
Positions in Å, forces in eV/Å.

***

| no. | E_HOMO (eV) | total energy (eV) | maximum force (eV Å⁻¹) |
| --- | --- | --- | --- |
| 1 | -8.88 | -19138.5500 | 4.456 |
| 2 | -12.51 | -127756.5872 | 1.974 |
| 3 | -7.87 | -176700.7176 | 0.493 |